1.
C17H23BCl2N4NiO4S as an isolated structure. Source: the OMol25 dataset; level of theory: ωB97M-V/def2-TZVPD.

Element x y z (Å)
Ni (0.7318, 0.6547, 0.0551)
Cl (-0.4983, 2.7649, 1.2078)
Cl (2.3113, 2.8700, 0.4654)
S (-1.4126, -0.9860, 2.0804)
O (-2.0152, 0.3209, 2.1596)
O (-2.1664, -2.0876, 1.5557)
O (0.0396, 2.3711, -2.3275)
O (-0.3425, 0.1705, -2.7696)
N (0.5246, -2.4154, 7.4989)
N (0.8003, -2.9766, 1.3039)
N (-0.0488, -0.7427, 1.2247)
N (1.8052, -1.1753, 0.1052)
C (1.7694, -3.7580, 0.8427)
C (-0.3624, -3.0798, 5.3485)
C (-0.1992, 3.3901, -4.5068)
C (0.7419, 3.7196, 0.3906)
C (-0.5358, 0.8705, -4.0219)
C (-0.4729, -0.4181, 4.5743)
C (-2.1768, 2.6514, -3.1736)
C (0.0339, -2.0830, 6.2419)
C (-0.7348, 2.3385, -3.5544)
C (2.7464, -1.9813, -0.3521)
C (-0.8621, -1.4207, 3.6944)
C (0.8378, -1.7090, 0.9011)
C (0.7361, 0.6740, -4.8393)
C (2.7749, -3.3232, -0.0085)
C (-1.7238, 0.2638, -4.7428)
C (-0.8065, -2.7516, 4.0808)
C (-0.0261, -0.7456, 5.8385)
B (0.1110, 1.0681, -1.8324)
H (-0.5404, 0.6169, 4.2653)
H (3.5411, -3.9890, -0.3732)
H (-0.3201, -4.1182, 5.6555)
H (0.6446, 1.1127, -5.8338)
H (0.4825, 3.7972, -0.6592)
H (-2.8211, 2.6978, -4.0523)
H (-1.4881, -0.7613, -5.0282)
H (0.9178, -0.3953, -4.9455)
H (0.8716, 3.2777, -4.6642)
H (-1.1150, -3.5151, 3.3809)
H (-1.9522, 0.8285, -5.6494)
H (3.4959, -1.5391, -0.9986)
H (-2.5695, 1.9010, -2.4867)
H (0.4671, -1.6887, 8.1932)
H (-0.7054, 3.3250, -5.4721)
H (0.2388, -3.3135, 7.8529)
H (1.7411, -4.7902, 1.1766)
H (0.2745, 0.0351, 6.5273)
H (1.5949, 1.1187, -4.3349)
H (-2.6061, 0.2436, -4.1070)
H (-2.2069, 3.6213, -2.6754)
H (-0.3821, 4.3835, -4.0953)
H (0.8571, 4.6769, 0.8837)

## Properties
HOMO-LUMO gap (alpha / beta) = 0.3067 / 0.2946 Eh
2S+1 = 3

2.
C3H4AgO3 as an isolated structure in a non-equilibrium geometry. Source: the OMol25 dataset; level of theory: ωB97M-V/def2-TZVPD.

Element x y z (Å)
Ag (1.4991, 0.4682, -0.7939)
O (2.0453, -1.6083, -0.8441)
O (-0.1138, 2.0274, 0.2822)
O (-0.9523, 0.1539, -0.0496)
C (-1.1910, 1.3300, 0.5375)
C (-1.8301, -0.8555, 0.1690)
C (-1.7242, -2.1156, -0.2100)
H (-2.3390, -2.8797, 0.2641)
H (-0.1932, 2.9121, 0.6634)
H (-1.1894, -2.3628, -1.1348)
H (1.5972, -2.3293, -1.2893)

## Properties
HOMO-LUMO gap (alpha / beta) = 0.2879 / 0.2682 Eh
2S+1 = 2